No. 1
Entry from OMol25: a cluster of 14 separate species, C41H120Br3F3N10O13S in total in a non-equilibrium geometry (the ωB97M-V functional and the def2-TZVPD basis).

- E_LUMO (eV) = -11.10
- total charge = +6
- HOMO-LUMO gap (eV) = 6.77
- energy above the lowest of the compared OMol25 structures with the same formula, charge and spin (kcal/mol) = 0.0
- largest force on an atom (Eh/bohr) = 0.054

The geometry in XYZ format:
```
191
Properties=species:S:1:pos:R:3:forces:R:3:mulliken_charge:R:1
C -0.299 -2.737 -4.796 0.055 0.243 0.352 -1.0017
C 1.012 -3.215 -5.502 -1.658 1.156 1.091 0.1975
C 1.761 -2.051 -6.119 1.099 0.000 0.687 -1.0584
O 2.034 -1.030 -5.148 -1.416 -1.096 -0.212 0.2675
C 2.595 0.090 -5.749 1.468 1.829 -0.248 -0.5125
N 1.871 -3.933 -4.465 -0.200 0.841 -0.623 -0.1692
H 2.706 -4.277 -4.940 -0.017 -0.617 0.196 0.4035
H 2.208 -3.304 -3.735 -0.076 0.326 0.038 0.2146
H 1.273 -4.643 -4.051 0.500 -0.476 0.080 0.3730
H -0.925 -2.029 -5.341 0.340 -0.313 -0.829 0.1705
H -0.158 -2.112 -3.910 0.597 -0.392 0.228 0.0120
H -0.981 -3.547 -4.531 0.212 -0.190 0.005 0.4888
H 0.722 -3.988 -6.210 0.399 0.149 -0.325 0.3770
H 1.169 -1.694 -6.962 0.134 0.119 -0.120 0.3857
H 2.765 -2.367 -6.418 -0.167 -0.240 -0.766 0.4537
H 1.948 0.709 -6.381 -0.618 -0.474 -0.015 0.2530
H 3.493 -0.087 -6.350 -0.094 -0.601 0.019 0.4670
H 2.984 0.764 -4.982 -0.201 -0.314 0.263 -0.2629
C 3.081 2.776 0.731 0.963 0.330 -0.418 -1.3223
C 2.659 3.486 2.002 -0.430 0.399 0.206 0.4660
C 3.175 2.835 3.283 1.376 -0.155 0.776 -0.4132
O 3.072 3.683 4.418 -1.031 0.719 -0.874 -0.4763
C 3.027 3.024 5.691 0.383 0.019 -1.161 -0.4931
N 3.216 4.916 2.015 -0.153 -0.145 0.223 -0.1991
H 4.233 4.923 1.940 0.132 0.009 0.314 0.3695
H 2.868 5.554 1.300 -0.359 -0.350 -0.279 0.3509
H 2.913 5.307 2.912 0.423 0.141 0.262 0.3834
H 4.153 2.933 0.570 0.141 -0.032 0.236 0.4807
H 2.640 3.153 -0.192 -0.535 0.086 0.293 0.4546
H 2.982 1.694 0.710 -0.436 0.010 0.372 -0.1680
H 1.590 3.673 2.088 -0.273 -0.311 -0.280 0.0694
H 4.245 2.617 3.177 0.188 -0.054 -0.348 0.7037
H 2.747 1.844 3.461 -0.602 0.111 -0.180 0.0636
H 3.995 2.527 5.771 -0.190 -0.320 0.643 0.3432
H 2.178 2.340 5.656 0.127 -0.240 0.333 0.0124
H 2.885 3.765 6.471 0.104 0.055 -0.119 0.2954
C 6.018 7.615 -3.604 -0.376 -0.417 0.732 -1.3641
C 5.434 6.232 -3.477 0.248 -0.604 1.044 0.0632
C 4.689 5.732 -4.716 0.428 -0.110 1.317 -0.6423
O 4.537 4.330 -4.626 0.838 0.051 -0.684 -0.3905
C 3.401 3.840 -3.990 -0.917 0.682 0.690 -0.3707
N 6.565 5.251 -3.090 -0.155 -0.083 -1.749 -0.1523
H 7.341 5.354 -3.749 0.393 0.419 0.316 0.4119
H 6.871 5.385 -2.133 0.260 -0.062 0.011 0.3779
H 6.297 4.279 -3.288 -0.511 -0.141 0.442 0.1913
H 5.190 8.312 -3.729 0.231 0.158 -0.503 0.3991
H 6.755 7.615 -4.406 -0.075 0.518 -0.044 0.4020
H 6.455 7.881 -2.640 0.366 0.185 -0.204 0.4280
H 4.810 6.148 -2.585 -0.322 0.201 -0.173 0.2507
H 5.302 6.009 -5.573 -0.388 -0.310 -0.390 0.4366
H 3.736 6.264 -4.675 -0.074 -0.005 -0.562 0.3835
H 2.485 4.225 -4.453 0.004 -0.449 -0.481 0.3903
H 3.276 4.218 -2.962 0.439 -0.135 0.233 0.2850
H 3.468 2.754 -3.956 -0.057 0.062 -0.220 -0.1178
C -0.693 -1.793 1.502 1.137 -0.889 -0.467 -1.0748
C -0.224 -0.535 0.796 -1.349 1.918 0.464 1.1564
C 0.864 -0.702 -0.268 -0.314 0.798 0.139 -0.4900
O 1.140 0.565 -0.814 -0.104 -0.046 0.082 0.1194
C 2.000 0.533 -1.947 0.157 0.261 -1.025 -0.7630
N -1.483 0.149 0.236 -0.394 -1.823 0.833 1.5246
H -1.854 -0.475 -0.485 -0.214 0.859 -1.039 -0.1815
H -2.250 0.103 0.928 -0.148 -0.408 0.318 -0.3981
H -1.483 1.166 0.110 0.865 0.717 -1.005 -0.4091
H -1.067 -2.519 0.776 -0.331 0.139 -0.037 0.2968
H -1.403 -1.692 2.320 -0.107 0.449 -0.187 0.3910
H 0.190 -2.300 1.902 0.060 0.089 0.192 0.0627
H 0.040 0.262 1.495 0.787 -0.385 0.283 -0.3577
H 0.516 -1.385 -1.050 0.143 -0.281 0.003 0.1625
H 1.779 -1.043 0.226 -0.069 -0.625 -0.033 0.0468
H 1.516 0.127 -2.841 -0.328 -0.313 0.172 -0.0793
H 2.961 0.018 -1.855 -0.171 -0.229 0.548 0.4627
H 2.230 1.561 -2.231 -0.080 0.147 0.377 -0.0029
C -5.026 -4.220 -2.990 -1.054 0.470 0.002 -1.2076
C -5.665 -3.908 -1.617 1.497 -1.203 0.043 0.1982
C -4.728 -4.508 -0.571 0.561 0.434 -0.249 -0.6814
O -5.157 -4.134 0.710 0.436 -0.072 -0.266 -0.3880
C -4.068 -3.891 1.559 -0.134 -0.200 1.463 -0.6350
N -5.752 -2.396 -1.389 -0.004 -1.225 -0.002 0.1038
H -5.859 -2.184 -0.392 0.131 -0.018 0.222 0.2855
H -4.882 -1.967 -1.735 0.151 0.395 -0.168 -0.3445
H -6.560 -2.031 -1.886 0.066 0.143 -0.141 0.4258
H -3.970 -3.963 -3.053 -0.111 0.477 0.190 0.2476
H -5.616 -3.651 -3.710 0.372 -0.164 -0.476 0.3680
H -5.071 -5.273 -3.263 -0.453 -0.032 0.268 0.4529
H -6.655 -4.340 -1.484 -0.137 0.246 -0.202 0.3592
H -3.704 -4.163 -0.775 -0.054 0.747 0.125 0.1631
H -4.536 -5.579 -0.697 -0.998 -0.226 0.028 0.4990
H -4.498 -3.612 2.522 0.035 0.390 -0.136 0.3437
H -3.401 -3.103 1.203 -0.171 0.124 -0.147 0.0957
H -3.472 -4.779 1.803 -0.025 -0.290 -0.531 0.4104
C -4.683 2.575 -1.566 0.250 -1.102 -0.402 -1.1339
C -5.970 2.634 -0.784 -1.270 0.368 -0.608 0.3967
C -6.109 3.919 0.041 0.070 -0.882 0.048 -0.4337
O -7.433 4.070 0.473 0.188 0.583 -0.380 -0.4793
C -7.810 3.410 1.662 -0.645 -0.689 0.081 -0.6208
N -7.239 2.509 -1.705 0.377 -0.063 -0.568 -0.2346
H -7.161 2.749 -2.694 0.360 0.560 0.071 0.3343
H -7.488 1.525 -1.730 -0.334 0.011 0.200 0.3230
H -8.005 3.055 -1.298 -0.057 0.093 0.294 0.3868
H -3.849 2.340 -0.903 -0.024 0.490 0.223 0.0406
H -4.471 3.464 -2.160 -0.104 0.287 0.383 0.4623
H -4.628 1.743 -2.276 -0.368 -0.168 0.046 0.3252
H -6.252 1.787 -0.161 1.188 -0.097 0.418 0.0431
H -5.804 4.799 -0.524 -0.140 0.047 -0.028 0.4646
H -5.390 3.751 0.850 -0.057 0.369 0.233 0.2007
H -7.200 3.665 2.529 0.085 0.197 -0.128 0.2847
H -7.816 2.322 1.528 0.284 -0.081 0.080 0.2692
H -8.853 3.671 1.833 0.139 0.248 0.177 0.2948
C -3.071 -7.358 6.332 0.939 -0.326 0.029 -1.2671
C -1.529 -7.352 6.141 -0.275 1.093 1.470 0.0045
C -1.190 -6.964 4.742 0.288 -0.134 -1.625 -0.5904
O 0.125 -6.477 4.537 0.499 -0.053 1.193 -0.2931
C 0.369 -6.059 3.221 -0.689 0.376 -0.958 -0.4900
N -0.944 -6.284 7.108 0.190 -0.477 0.270 -0.3073
H 0.075 -6.318 7.143 0.125 0.141 -0.654 0.3293
H -1.256 -5.346 6.873 -0.063 0.110 0.214 0.3020
H -1.176 -6.532 8.072 -0.645 0.237 0.031 0.4058
H -3.500 -8.144 5.711 -0.023 -0.044 0.076 0.3777
H -3.509 -6.410 6.019 0.095 0.050 -0.020 0.3846
H -3.341 -7.546 7.370 -0.019 -0.137 -0.030 0.4422
H -0.995 -8.210 6.546 -0.394 -0.537 -0.635 0.3925
H -1.860 -6.191 4.349 -0.380 -0.059 0.256 0.2679
H -1.350 -7.869 4.146 -0.077 0.034 -0.146 0.4318
H -0.334 -5.277 2.900 -0.282 0.028 0.239 0.1798
H 0.241 -6.863 2.493 0.288 -0.179 0.140 0.4119
H 1.344 -5.588 3.102 0.224 -0.480 0.413 0.0508
C 1.956 -3.512 5.241 0.040 0.482 0.700 -1.5855
C 3.127 -3.378 4.309 1.525 -0.187 -1.751 0.2814
C 3.303 -2.086 3.463 0.658 0.225 0.781 0.2127
O 4.477 -2.182 2.712 0.397 -2.519 -0.400 -0.5354
C 4.936 -1.048 2.023 -0.491 1.640 0.200 -0.4267
N 4.471 -3.502 5.028 -0.582 0.045 0.746 -0.2254
H 4.478 -2.785 5.756 0.385 0.089 0.070 0.3695
H 4.639 -4.387 5.509 -0.151 -0.214 -0.123 0.3506
H 5.252 -3.336 4.386 -0.076 0.150 -0.301 0.3428
H 1.012 -3.173 4.815 0.161 -0.065 -0.388 0.2397
H 2.104 -2.880 6.121 0.018 -0.033 0.088 0.5076
H 1.826 -4.541 5.575 0.065 -0.023 -0.086 0.4381
H 3.164 -4.191 3.581 -0.154 -0.104 0.056 0.2557
H 3.537 -1.264 4.153 -1.090 0.447 0.133 0.4116
H 2.408 -1.977 2.847 -0.090 0.465 0.059 -0.2333
H 4.118 -0.621 1.435 -0.056 0.211 0.102 -0.0003
H 5.750 -1.170 1.311 0.007 -1.035 0.261 0.3320
H 5.296 -0.343 2.782 -0.131 0.347 -0.207 0.3335
C -2.840 2.974 4.176 1.435 -0.748 -0.202 -1.3035
C -2.149 1.583 4.020 -1.156 1.132 -0.792 0.5363
C -0.663 1.532 4.367 -0.368 -1.148 1.867 -0.4120
O -0.356 0.140 4.656 0.221 -0.386 0.475 -0.2753
C 0.619 -0.089 5.715 0.027 1.280 -0.968 -0.4696
N -2.947 0.632 4.939 1.458 1.403 -0.440 -0.0578
H -3.954 0.744 4.832 -0.094 -0.301 -0.568 0.3771
H -2.562 -0.273 4.686 -0.455 -0.490 0.709 0.2737
H -2.710 0.973 5.869 -0.026 -0.762 0.395 0.3835
H -2.960 3.201 5.238 -0.449 -0.080 0.021 0.4604
H -3.754 2.958 3.589 -0.132 0.237 0.272 0.3484
H -2.177 3.759 3.813 -0.123 -0.076 -0.380 0.3685
H -2.343 1.181 3.027 0.045 0.153 -0.102 -0.6899
H -0.533 2.052 5.323 0.111 0.408 -0.148 0.9141
H 0.039 1.933 3.638 -0.492 0.183 -0.366 -0.2042
H 1.581 -0.309 5.250 0.019 -0.361 0.042 -0.0259
H 0.330 -0.844 6.442 -0.339 -0.170 -0.332 0.3040
H 0.785 0.847 6.248 -0.169 -0.070 0.257 0.3700
C -1.711 2.476 -7.388 0.408 -0.616 -0.717 -1.6213
C -1.620 1.358 -6.333 -1.270 1.881 -1.557 0.0058
C -0.865 1.784 -5.098 0.016 -1.453 0.620 0.1208
O -1.552 2.742 -4.350 -0.437 0.455 -1.121 -0.4335
C -0.820 3.236 -3.247 -0.534 -0.385 0.719 -0.3149
N -3.070 1.036 -5.975 0.517 -0.350 1.059 0.0138
H -3.604 0.637 -6.744 -0.012 0.226 -0.205 0.4147
H -3.115 0.384 -5.182 0.111 -0.465 0.203 -0.1816
H -3.517 1.872 -5.598 -0.028 0.284 -0.366 0.4350
H -0.710 2.662 -7.782 0.125 0.416 0.468 0.4241
H -2.205 3.389 -7.065 0.167 0.003 0.143 0.3291
H -2.177 2.103 -8.304 -0.508 -0.004 0.201 0.4973
H -1.228 0.512 -6.895 0.260 -0.354 0.739 0.2429
H 0.127 2.104 -5.427 0.086 0.043 0.158 0.3490
H -0.810 0.887 -4.464 0.644 -0.074 0.080 0.1014
H -1.530 3.822 -2.666 0.240 0.226 -0.033 0.3307
H 0.052 3.832 -3.523 -0.038 -0.004 -0.200 0.1240
H -0.530 2.399 -2.602 0.254 0.014 0.000 0.0158
C 6.066 1.070 -1.826 0.609 -2.568 -0.871 0.3551
F 6.679 2.101 -2.431 -0.701 0.807 0.729 -0.2230
F 6.827 0.669 -0.800 -0.059 0.510 0.105 -0.2259
F 4.856 1.346 -1.301 0.039 1.361 -0.065 -0.0028
S 5.919 -0.318 -3.079 -0.892 -1.011 -0.016 1.1537
O 5.464 0.328 -4.297 -0.136 0.308 0.485 -0.6524
O 7.252 -0.831 -3.077 0.090 -0.008 -0.005 -0.6227
O 4.892 -1.204 -2.481 0.543 0.848 -0.108 -0.6851
Br -2.943 -1.011 -2.933 -0.052 0.127 0.099 -0.5971
Br -4.728 -0.237 1.607 0.515 0.048 -0.051 -0.6900
Br -1.221 3.655 0.675 0.179 -0.755 0.182 -0.7117
```
Positions in Å, forces in eV/Å.

No. 2
Entry from OMol25: a structure of composition C41H26Cl5EuN5O5P in a non-equilibrium geometry (the ωB97M-V functional and the def2-TZVPD basis).

- E_LUMO (spin up / spin down) (eV) = 1.11 / 1.14
- spin multiplicity = 8
- total charge = -1
- HOMO-LUMO gap (spin up / spin down) (eV) = 3.56 / 6.00
- energy above the lowest of the compared OMol25 structures with the same formula, charge and spin (kcal/mol) = 3.1
- largest force on an atom (Eh/bohr) = 0.070

The geometry in XYZ format:
```
84
Properties=species:S:1:pos:R:3:forces:R:3:mulliken_spin:R:1
Eu 0.542 0.563 0.102 0.677 -0.224 1.842 6.8685
Cl 6.875 1.965 -3.574 0.066 0.022 -0.033 0.0004
C 5.276 1.953 -2.922 0.088 0.038 0.028 0.0026
C 5.077 1.755 -1.558 -0.173 -0.005 0.047 0.0050
Cl 6.422 1.545 -0.497 0.038 0.123 -0.042 0.0002
C 3.788 1.714 -1.055 0.489 -0.085 0.187 -0.0044
Cl 3.487 1.332 0.607 0.333 0.133 0.003 0.0092
C 2.651 1.905 -1.860 -1.364 -0.079 0.628 0.0162
O 1.459 1.865 -1.349 2.236 1.610 -2.278 0.0108
C 2.881 2.090 -3.232 0.357 0.073 -0.455 -0.0087
Cl 1.502 2.261 -4.254 -0.020 0.004 0.021 0.0004
C 4.169 2.113 -3.750 -0.132 -0.027 -0.018 0.0002
Cl 4.402 2.320 -5.448 0.025 0.005 -0.055 0.0000
N -5.123 5.443 8.101 -0.016 0.011 0.015 0.0007
C -4.346 5.104 7.325 -0.393 0.172 0.398 -0.0006
C -3.384 4.687 6.372 1.232 -0.414 -1.116 0.0014
C -2.108 5.288 6.318 -1.076 -0.114 0.464 0.0007
C -1.174 4.886 5.399 0.204 -0.610 -0.677 -0.0007
C -1.468 3.860 4.484 -0.726 0.123 0.571 -0.0008
C -2.744 3.254 4.525 0.961 0.302 -0.310 0.0006
C -3.671 3.663 5.447 -0.313 0.579 0.779 0.0002
N -0.510 3.442 3.549 0.057 0.306 0.105 -0.0002
C 0.667 4.092 3.222 0.184 0.143 -0.022 -0.0063
C 1.265 3.337 2.266 -0.061 0.305 0.185 0.0008
N 0.501 2.236 1.987 -1.082 0.389 1.182 0.0364
C -0.565 2.334 2.776 0.907 -0.496 -0.851 0.0056
H -1.865 6.073 7.021 -0.010 0.017 0.011 -0.0001
H -0.202 5.356 5.399 0.009 -0.026 -0.018 0.0002
H -3.012 2.485 3.818 0.038 -0.041 -0.051 0.0006
H -4.648 3.200 5.460 -0.017 -0.014 0.020 -0.0001
H 0.952 5.024 3.666 0.032 0.074 0.014 0.0001
H 2.188 3.533 1.753 0.071 -0.038 -0.055 -0.0028
H -1.363 1.617 2.806 -0.038 -0.142 -0.078 -0.0028
N 1.292 -1.431 0.698 0.903 -2.152 -0.265 -0.0081
P 1.537 -2.338 -0.523 0.050 0.543 1.025 0.0166
C 1.608 -4.123 -0.169 -0.007 -0.214 -0.211 -0.0034
C 1.203 -4.544 1.090 0.025 -0.065 -0.018 -0.0019
C 1.220 -5.896 1.410 -0.004 0.033 -0.015 0.0003
C 1.642 -6.825 0.473 0.024 -0.050 -0.055 0.0000
C 2.054 -6.408 -0.788 -0.007 -0.009 0.060 0.0003
C 2.039 -5.059 -1.105 -0.014 -0.045 0.068 -0.0004
C 3.108 -2.036 -1.417 0.109 -0.121 -0.173 -0.0102
C 3.237 -1.909 -2.798 0.105 0.022 0.039 0.0051
C 4.463 -1.584 -3.369 -0.037 0.012 0.094 0.0008
C 5.576 -1.403 -2.566 0.004 -0.074 0.006 0.0022
C 5.465 -1.550 -1.188 -0.005 -0.117 -0.032 -0.0018
C 4.241 -1.856 -0.619 -0.061 0.074 0.022 0.0005
C 0.256 -2.199 -1.819 -0.065 -0.177 -0.259 -0.0306
C -0.746 -3.159 -1.974 -0.014 0.151 -0.021 0.0092
C -1.808 -2.933 -2.834 -0.006 0.034 0.016 0.0014
C -1.888 -1.749 -3.556 -0.031 -0.022 0.016 -0.0001
C -0.901 -0.788 -3.415 0.007 -0.016 0.117 0.0105
C 0.158 -1.013 -2.547 0.161 -0.018 -0.251 0.0887
H 0.884 -3.797 1.805 -0.006 0.108 -0.001 0.0015
H 0.903 -6.222 2.391 -0.017 -0.028 0.064 0.0000
H 1.656 -7.878 0.722 -0.001 -0.056 0.014 0.0000
H 2.390 -7.131 -1.518 0.022 -0.060 -0.040 0.0000
H 2.366 -4.733 -2.084 0.008 0.037 -0.050 -0.0001
H 2.378 -2.044 -3.438 -0.084 -0.034 -0.051 -0.0004
H 4.540 -1.458 -4.440 0.009 0.011 -0.097 0.0000
H 6.526 -1.137 -3.008 0.068 0.036 -0.028 0.0002
H 6.331 -1.403 -0.557 0.015 -0.012 0.007 -0.0001
H 4.141 -1.914 0.459 -0.053 -0.035 -0.010 -0.0018
H -0.703 -4.078 -1.407 0.024 -0.079 0.037 -0.0002
H -2.585 -3.679 -2.934 -0.052 -0.062 -0.018 0.0002
H -2.727 -1.572 -4.214 -0.057 -0.004 -0.060 0.0000
H -0.963 0.153 -3.945 0.029 0.022 -0.031 0.0000
H 0.928 -0.246 -2.471 -0.093 -0.095 0.000 -0.0483
O -1.606 0.192 0.952 -2.097 0.135 0.140 0.0116
C -2.102 0.612 -0.142 2.086 0.297 0.015 -0.0078
O -1.352 1.146 -1.022 -2.655 0.096 -0.329 -0.0004
C -3.536 0.439 -0.419 -1.176 -0.210 -0.204 0.0091
C -4.089 0.945 -1.600 0.301 -0.049 0.223 0.0075
C -5.424 0.756 -1.884 -0.387 -0.203 0.291 -0.0025
C -6.207 0.047 -0.972 1.463 0.359 0.330 0.0059
C -5.680 -0.464 0.213 -0.300 0.139 -0.342 -0.0025
C -4.345 -0.260 0.483 0.309 0.176 -0.139 0.0066
N -7.583 -0.170 -1.266 -1.050 -0.593 -0.553 0.0003
O -8.241 -0.830 -0.485 -0.202 -0.014 0.330 0.0026
O -8.027 0.255 -2.317 -0.051 0.266 -0.099 0.0025
H -3.450 1.483 -2.286 0.085 -0.023 0.039 0.0017
H -5.878 1.140 -2.784 0.017 -0.011 -0.019 0.0001
H -6.325 -1.007 0.889 0.022 0.001 -0.012 0.0001
H -3.902 -0.645 1.390 0.095 -0.013 -0.010 0.0016
```
Positions in Å, forces in eV/Å.